No. 1
{"formula": "C32H50N4OPdSbSi3", "method": "ωB97M-V/def2-TZVPD", "symbols": ["Pd", "C", "N", "C", "C", "C", "C", "C", "N", "C", "C", "C", "C", "C", "C", "H", "H", "H", "H", "H", "H", "H", "H", "H", "H", "H", "C", "N", "N", "C", "O", "C", "C", "C", "C", "C", "C", "C", "C", "C", "H", "H", "H", "H", "H", "H", "H", "H", "H", "H", "H", "H", "C", "Si", "C", "C", "Sb", "Si", "C", "C", "C", "Si", "C", "C", "C", "H", "H", "H", "H", "H", "H", "H", "H", "H", "H", "H", "H", "H", "H", "H", "H", "H", "H", "H", "H", "H", "H", "H", "H", "H", "H", "H"], "xyz": [[0.174, 0.299, 0.434], [-2.186, 0.011, -2.075], [-1.614, 0.752, -0.954], [-2.078, 1.917, -0.640], [-1.514, 2.679, 0.408], [-1.842, 3.969, 0.853], [-0.951, 4.269, 1.876], [-0.114, 3.153, 2.015], [-0.450, 2.201, 1.141], [-3.599, -0.448, -1.810], [-3.827, -1.619, -1.092], [-5.115, -2.061, -0.834], [-6.199, -1.331, -1.298], [-5.986, -0.163, -2.015], [-4.693, 0.273, -2.273], [-1.553, -0.862, -2.241], [-2.159, 0.617, -2.986], [-2.909, 2.366, -1.189], [-2.628, 4.593, 0.453], [-0.896, 5.177, 2.455], [0.694, 3.012, 2.716], [-2.976, -2.207, -0.748], [-5.273, -2.987, -0.295], [-7.208, -1.673, -1.109], [-6.826, 0.404, -2.393], [-4.538, 1.175, -2.854], [3.990, 3.638, -4.264], [2.934, 2.820, -3.706], [3.107, 1.957, -2.637], [1.870, 1.526, -2.194], [1.746, 0.676, -1.292], [0.919, 2.193, -3.018], [1.608, 2.969, -3.911], [1.103, 3.847, -5.001], [4.371, 1.471, -2.227], [4.700, 1.494, -0.879], [5.941, 1.034, -0.469], [6.852, 0.554, -1.398], [6.511, 0.511, -2.742], [5.269, 0.961, -3.160], [4.892, 3.523, -3.673], [3.696, 4.687, -4.247], [4.210, 3.349, -5.293], [-0.147, 2.103, -2.920], [0.051, 3.644, -5.181], [1.659, 3.669, -5.922], [1.207, 4.902, -4.739], [3.978, 1.867, -0.166], [6.202, 1.070, 0.580], [7.828, 0.214, -1.077], [7.208, 0.120, -3.471], [4.995, 0.910, -4.206], [-2.510, -4.876, 0.626], [-0.837, -4.289, 1.264], [-0.530, -4.913, 3.012], [0.577, -4.682, 0.083], [-1.071, -1.658, 1.248], [1.910, -0.267, 1.905], [2.834, 1.265, 2.538], [2.994, -1.353, 0.784], [1.510, -1.351, 3.430], [-2.785, -0.805, 3.060], [-4.410, -0.549, 2.143], [-2.877, -2.136, 4.396], [-2.102, 0.819, 3.715], [-2.586, -5.961, 0.716], [-2.659, -4.617, -0.424], [-3.323, -4.433, 1.205], [-0.346, -5.990, 2.981], [-1.397, -4.740, 3.651], [0.335, -4.439, 3.477], [0.501, -5.708, -0.281], [1.543, -4.575, 0.581], [0.567, -4.013, -0.779], [2.823, 2.074, 1.807], [3.872, 0.989, 2.738], [2.393, 1.635, 3.465], [3.101, -0.899, -0.200], [2.547, -2.342, 0.661], [3.991, -1.476, 1.217], [0.586, -1.064, 3.942], [2.325, -1.271, 4.152], [1.428, -2.402, 3.137], [-4.800, -1.482, 1.734], [-4.266, 0.144, 1.310], [-5.166, -0.126, 2.807], [-3.243, -3.080, 3.990], [-3.564, -1.822, 5.185], [-1.903, -2.318, 4.854], [-2.311, 1.625, 3.009], [-1.021, 0.784, 3.856], [-2.564, 1.078, 4.670]], "e_tot_ev": -75649.294, "homo_energy_ev": -9.71, "gap_ev": 4.8, "max_force_ev_per_a": 0.8, "charge": 1}

=====

No. 2
{"formula": "CH5N4", "method": "ωB97M-V/def2-TZVPD", "symbols": ["N", "N", "C", "N", "N", "H", "H", "H", "H", "H"], "xyz": [[-0.207, -0.542, -1.479], [-0.013, -1.482, -0.329], [0.083, -0.103, -0.176], [1.039, 0.746, 0.446], [-0.435, 0.989, 0.723], [-1.148, -0.437, -1.740], [0.962, -1.894, -0.443], [1.645, 0.210, 1.124], [-0.795, 1.813, 0.278], [-1.132, 0.701, 1.595]], "e_tot_ev": -7066.127, "homo_energy_ev": -15.52, "e_above_lowest_kcal_mol": 85.5, "gap_ev": 10.9, "max_force_ev_per_a": 4.8, "charge": 1, "smiles": "N1NC12N[NH2+]2"}

=====

No. 3
{"formula": "C20H54F6O11P", "method": "ωB97M-V/def2-TZVPD", "symbols": ["P", "F", "F", "F", "F", "F", "F", "C", "C", "C", "O", "C", "H", "H", "H", "H", "H", "H", "H", "H", "C", "O", "H", "H", "H", "H", "C", "O", "H", "H", "H", "H", "C", "O", "H", "H", "H", "H", "C", "O", "H", "H", "H", "H", "C", "O", "C", "C", "O", "C", "H", "H", "H", "H", "H", "H", "H", "H", "H", "H", "C", "O", "C", "C", "O", "C", "H", "H", "H", "H", "H", "H", "H", "H", "H", "H", "C", "O", "C", "C", "O", "C", "H", "H", "H", "H", "H", "H", "H", "H", "H", "H"], "xyz": [[-12.633, -23.248, -13.624], [-11.538, -22.947, -12.461], [-13.748, -22.979, -12.442], [-12.658, -21.650, -13.975], [-13.830, -23.558, -14.667], [-11.479, -23.364, -14.761], [-12.377, -24.803, -13.275], [-16.498, -24.539, -12.200], [-17.868, -25.108, -12.570], [-17.586, -26.336, -13.424], [-16.403, -26.877, -12.862], [-15.699, -25.861, -12.111], [-16.541, -23.907, -11.315], [-16.111, -23.984, -13.054], [-18.411, -24.391, -13.191], [-18.492, -25.343, -11.708], [-17.461, -26.127, -14.488], [-18.484, -26.949, -13.328], [-14.736, -25.586, -12.544], [-15.522, -26.145, -11.074], [-13.747, -26.857, -15.332], [-12.749, -27.857, -15.595], [-13.751, -26.723, -14.252], [-13.468, -25.932, -15.838], [-14.777, -27.129, -15.572], [-12.515, -27.769, -16.522], [-13.922, -19.862, -16.507], [-14.969, -18.911, -16.478], [-12.943, -19.380, -16.564], [-13.908, -20.516, -15.637], [-14.003, -20.494, -17.395], [-14.962, -18.427, -17.306], [-9.988, -26.502, -14.318], [-8.684, -26.791, -14.730], [-10.303, -27.234, -13.577], [-9.913, -25.470, -13.966], [-10.722, -26.335, -15.110], [-8.536, -27.734, -14.635], [-13.619, -23.978, -9.124], [-12.868, -22.878, -9.655], [-13.189, -24.310, -8.178], [-14.643, -23.657, -8.927], [-13.505, -24.803, -9.828], [-12.990, -22.914, -10.610], [-19.971, -20.213, -15.848], [-19.226, -21.390, -16.005], [-17.864, -21.094, -15.974], [-17.046, -22.392, -15.799], [-17.177, -23.186, -16.953], [-16.335, -24.310, -16.820], [-19.870, -19.782, -14.849], [-21.014, -20.363, -16.129], [-19.689, -19.418, -16.547], [-17.571, -20.399, -15.182], [-17.589, -20.570, -16.895], [-17.448, -22.950, -14.949], [-15.980, -22.160, -15.752], [-15.268, -24.124, -16.963], [-16.589, -25.077, -17.554], [-16.417, -24.873, -15.886], [-9.801, -18.359, -15.739], [-9.313, -19.699, -15.767], [-9.590, -20.417, -14.587], [-9.112, -21.853, -14.679], [-7.711, -21.871, -14.533], [-7.139, -23.170, -14.545], [-10.811, -18.331, -15.321], [-9.855, -17.958, -16.750], [-9.159, -17.743, -15.105], [-10.662, -20.466, -14.383], [-9.098, -19.930, -13.741], [-9.360, -22.243, -15.670], [-9.536, -22.518, -13.927], [-7.412, -23.769, -15.416], [-7.273, -23.777, -13.647], [-6.068, -22.992, -14.658], [-11.497, -19.055, -11.300], [-12.767, -18.629, -10.807], [-13.822, -19.181, -11.556], [-13.870, -18.610, -12.988], [-13.678, -17.205, -13.034], [-13.727, -16.670, -14.346], [-10.802, -18.772, -10.511], [-11.211, -18.623, -12.261], [-11.444, -20.137, -11.446], [-14.770, -19.037, -11.034], [-13.776, -20.272, -11.622], [-14.824, -18.955, -13.399], [-13.129, -19.133, -13.598], [-14.758, -16.647, -14.704], [-13.087, -17.217, -15.041], [-13.352, -15.646, -14.328]], "e_tot_ev": -69734.628, "homo_energy_ev": -7.00, "e_above_lowest_kcal_mol": 11.1, "gap_ev": 9.4, "max_force_ev_per_a": 1.8, "charge": -1}

=====

No. 4
{"formula": "C9H17N2O", "method": "ωB97M-V/def2-TZVPD", "symbols": ["C", "C", "C", "C", "N", "C", "C", "C", "N", "O", "C", "C", "H", "H", "H", "H", "H", "H", "H", "H", "H", "H", "H", "H", "H", "H", "H", "H", "H"], "xyz": [[-0.453, 2.687, 3.038], [-0.381, 1.439, 2.304], [-0.526, 1.244, 0.931], [-0.312, -0.063, 0.521], [-0.508, -0.623, -0.659], [-0.449, -2.081, -0.882], [0.994, -2.647, -1.250], [1.085, -4.156, -1.375], [-0.636, 0.188, -1.757], [-0.903, -0.381, -2.768], [-0.838, 2.370, -0.026], [0.575, 2.653, -0.673], [-1.584, 3.003, 3.131], [0.195, 3.479, 2.498], [-0.359, 2.510, 4.009], [-0.276, 0.651, 3.032], [0.040, -0.835, 1.149], [-1.185, -2.209, -1.602], [-0.973, -2.612, -0.134], [1.414, -2.177, -2.098], [1.778, -2.194, -0.409], [0.952, -4.492, -2.524], [2.021, -4.363, -1.092], [0.454, -4.687, -0.656], [-1.279, 3.189, 0.656], [-1.645, 2.019, -0.856], [0.460, 3.358, -1.356], [0.962, 1.779, -1.321], [1.376, 2.951, 0.167]], "e_tot_ev": -14623.823, "homo_energy_ev": [-13.88, -13.88], "e_above_lowest_kcal_mol": 139.5, "gap_ev": [8.2, 8.2], "max_force_ev_per_a": 5.7, "charge": 1, "smiles": "C/C=C(/C=[N+](/CCC)N=O)CC"}

=====

No. 5
{"formula": "C4H11O3Tb", "method": "ωB97M-V/def2-TZVPD", "symbols": ["C", "H", "H", "H", "O", "Tb", "H", "O", "C", "O", "C", "C", "H", "H", "H", "H", "H", "H", "H"], "xyz": [[-2.170, -1.600, -0.164], [-2.300, -2.647, -0.488], [-1.986, -1.786, 0.911], [-3.072, -1.003, 0.069], [-1.865, -0.750, -1.901], [-0.862, -0.916, -3.899], [-0.439, -0.587, -1.383], [0.115, -1.388, -0.406], [1.642, 2.510, 0.051], [1.723, 1.111, 0.117], [0.798, 0.523, 0.994], [0.765, -0.973, 0.765], [2.025, 2.800, -0.936], [0.609, 2.900, 0.032], [2.094, 2.945, 0.960], [-0.217, 0.944, 0.858], [1.114, 0.726, 2.035], [0.242, -1.431, 1.625], [1.787, -1.380, 0.760]], "multiplicity": 7, "e_tot_ev": -32894.274, "homo_energy_ev": [-8.64, -5.50], "e_above_lowest_kcal_mol": 118.5, "gap_ev": [8.6, 5.7], "max_force_ev_per_a": 3.4, "s_squared": 12.64}

=====

No. 6
{"formula": "C3H11N2O", "method": "ωB97M-V/def2-TZVPD", "symbols": ["C", "C", "N", "C", "N", "H", "H", "H", "H", "H", "H", "H", "H", "H", "H", "H", "O"], "xyz": [[1.144, -1.320, -0.412], [-0.342, -1.086, -0.673], [0.304, 1.743, 0.410], [-0.849, 1.308, -0.321], [-0.672, 0.225, -1.218], [1.349, -1.970, 0.461], [1.614, -1.961, -1.153], [1.770, -0.445, -0.458], [-0.547, -1.760, -1.614], [-0.918, -1.313, 0.270], [0.439, 2.723, 0.703], [-1.104, 2.174, -0.995], [-1.775, 1.090, 0.485], [-1.392, -0.072, -1.928], [0.282, 0.913, 1.414], [0.456, -0.124, 2.978], [0.242, -0.126, 2.051]], "e_tot_ev": -8303.046, "homo_energy_ev": -14.80, "e_above_lowest_kcal_mol": 201.7, "gap_ev": 5.5, "max_force_ev_per_a": 3.2, "charge": 1}